A molecular structure, C37H42GeMnN4SeSi at a distorted geometry, computed with ωB97M-V/def2-TZVPD.

Geometry as XYZ:
```
87
Properties=species:S:1:pos:R:3:forces:R:3
Mn -0.649 0.981 2.154 0.49 -1.06 0.77
C -1.956 1.880 -0.812 0.45 -1.16 -0.13
C -1.776 2.151 0.645 1.20 1.14 0.31
C -0.675 2.925 1.094 -0.72 -0.45 -0.40
C -0.517 3.250 2.467 1.51 1.66 -2.55
C 0.572 4.256 2.763 0.59 0.38 1.06
C -1.432 2.827 3.385 -0.21 -1.32 0.94
C -2.515 1.999 2.990 0.78 0.54 0.78
C -3.421 1.459 4.045 -0.91 -0.54 -0.14
C -2.648 1.712 1.631 -1.17 -1.02 -0.01
H -1.026 2.068 -1.354 -0.10 0.41 0.08
H -2.753 2.497 -1.217 -0.11 -0.10 -0.09
H -2.122 0.793 -0.995 -0.46 0.78 0.16
H -0.001 3.264 0.313 0.20 0.14 0.45
H 1.429 4.341 2.054 -1.01 -0.40 0.25
H 1.020 4.128 3.773 -0.40 0.00 -0.54
H 0.065 5.239 2.775 0.27 -0.33 -0.02
H -1.216 3.028 4.437 -0.38 -0.06 -0.23
H -3.882 0.545 3.641 0.26 0.02 0.42
H -4.298 2.136 4.112 0.61 -0.09 0.46
H -2.930 1.249 5.037 -0.60 0.47 -1.16
H -3.420 1.033 1.313 -0.46 -0.07 0.08
N 2.499 0.485 4.815 -0.77 -0.93 -0.34
C 3.252 1.275 3.972 0.30 -0.30 0.29
C 2.412 1.545 2.945 -0.34 0.73 0.11
N 1.168 1.028 3.113 0.74 -1.82 1.45
C 1.310 0.293 4.231 -1.46 0.63 -0.61
C 0.177 -0.530 4.587 -0.07 0.04 0.95
N -0.906 -0.517 3.810 1.45 0.39 0.31
C -1.777 -1.401 4.392 -0.24 -0.58 -0.39
C -1.242 -1.900 5.557 0.10 0.80 -0.93
N -0.001 -1.327 5.684 0.65 0.07 -0.39
H 2.727 -0.080 5.616 0.81 0.36 0.15
H 4.290 1.531 4.160 -0.40 -0.04 -0.05
H 2.512 2.173 2.135 0.87 1.13 -1.44
H -2.615 -1.753 3.795 -0.14 0.29 0.72
H -1.618 -2.529 6.315 -0.40 -0.73 0.39
H 0.710 -1.619 6.383 -0.91 0.52 -0.78
C -6.213 -5.578 -6.754 -1.28 1.61 1.94
Si -5.330 -5.814 -5.167 -1.01 0.41 -0.19
C -6.260 -5.482 -3.636 0.54 0.93 0.89
C -3.521 -5.990 -5.096 0.57 0.13 -0.25
Se -0.873 -1.094 0.745 1.17 1.18 0.22
H -5.851 -4.561 -7.050 -0.16 -0.68 -0.36
H -7.338 -5.492 -6.590 1.50 -0.24 -0.21
H -5.968 -6.343 -7.419 0.38 -0.90 -1.60
H -5.427 -5.164 -2.981 -0.41 -0.06 0.22
H -6.681 -6.360 -3.161 -0.06 -0.43 -0.02
H -7.046 -4.690 -3.572 0.61 -0.61 -0.64
H -3.129 -6.759 -5.763 -0.20 -0.42 0.15
H -3.047 -6.063 -4.106 -0.35 -0.03 -0.33
H -3.110 -5.107 -5.618 -0.23 0.19 0.30
C 0.379 0.169 0.674 -1.43 -0.20 -0.38
Ge 1.752 0.587 -0.759 1.03 -0.05 0.30
C 1.795 2.507 -1.297 1.19 0.38 0.86
C 2.417 3.531 -0.504 -0.65 -0.80 -2.31
C 2.707 4.770 -1.099 0.13 -0.36 3.59
C 2.478 4.983 -2.409 -0.18 0.68 -1.45
C 1.921 3.996 -3.211 0.06 0.03 2.04
C 1.554 2.799 -2.657 -0.81 -1.14 0.62
C 3.416 -0.046 0.241 -1.28 0.94 -0.33
C 4.516 0.803 0.414 -0.40 -0.17 -0.33
C 5.636 0.401 1.118 0.10 -1.04 0.01
C 5.615 -0.848 1.750 0.11 0.23 -0.05
C 4.481 -1.658 1.628 0.64 -0.19 1.23
C 3.372 -1.277 0.893 0.43 -0.21 -0.37
C 1.369 -0.483 -2.358 1.04 -0.01 1.35
C 0.224 -0.373 -3.110 -0.28 0.43 0.44
C 0.113 -1.125 -4.253 -2.03 0.94 -0.91
C 1.108 -1.942 -4.674 0.47 -0.68 -0.23
C 2.219 -2.107 -3.885 0.72 -0.47 0.01
C 2.384 -1.378 -2.725 -0.02 0.41 0.24
H 2.733 3.382 0.503 -0.03 -0.25 0.61
H 3.028 5.532 -0.338 0.03 -0.42 -1.44
H 2.679 5.954 -2.819 0.12 0.26 -0.25
H 1.625 4.180 -4.177 -0.26 0.57 -2.22
H 0.964 2.090 -3.262 0.69 0.30 0.23
H 4.508 1.787 -0.023 0.04 0.16 -0.32
H 6.552 0.966 1.071 -0.01 0.33 0.31
H 6.492 -1.183 2.332 -0.63 0.12 -0.42
H 4.481 -2.573 2.223 -0.12 -0.01 -0.46
H 2.565 -2.004 0.771 0.00 0.41 0.03
H -0.552 0.345 -2.833 0.07 -0.33 -0.13
H -0.785 -0.999 -4.865 0.28 -0.06 0.12
H 1.056 -2.462 -5.615 -0.18 -0.17 -0.15
H 2.939 -2.836 -4.210 0.50 0.00 0.06
H 3.305 -1.427 -2.129 -0.45 -0.22 -0.31
```
Forces are in eV/Å.

Values from the calculation:
- Molar mass: 777.37 u
- ΔE to the lowest compared entry with this formula, charge and spin: 0.689 eV
- Total energy: -206045.767 eV
- Kohn-Sham gap (spin up / spin down): 7.23 / 7.23 eV
- Charge: +3


A molecular structure, C47H52BCl3HfN7O6Si at a distorted geometry, computed with ωB97M-V/def2-TZVPD.

Geometry as XYZ:
```
118
Properties=species:S:1:pos:R:3:forces:R:3
Hf 0.578 0.401 -0.114 -1.42 -0.51 0.78
C -1.167 -3.014 -4.240 0.86 0.52 -0.03
C 0.071 -2.178 -4.006 -0.63 -0.34 -0.02
C 1.419 -2.430 -4.234 -1.48 0.16 0.45
C 2.039 -1.301 -3.685 0.46 0.61 0.17
N 1.158 -0.419 -3.163 0.16 -1.03 -0.34
N -0.058 -0.981 -3.390 -0.21 0.11 0.33
B -1.399 -0.283 -2.974 1.31 0.10 0.34
N -2.009 -0.906 -1.697 -0.32 0.29 -0.83
N -1.299 -1.501 -0.728 1.30 0.82 -0.30
C -2.163 -2.148 -0.006 -1.32 -1.46 2.30
C -3.500 -1.976 -0.450 0.81 -0.07 -0.52
C -3.314 -1.184 -1.549 -0.71 0.28 -1.17
C -4.377 -0.655 -2.454 0.53 1.56 -1.03
C -1.832 -3.006 1.165 -1.16 1.17 -0.55
C -2.737 -3.072 2.232 -0.29 -0.19 0.15
C -2.460 -3.821 3.392 -0.80 1.51 -1.73
C -1.328 -4.569 3.392 0.11 -0.76 -0.08
C -0.527 -4.621 2.244 0.51 -0.12 2.10
C -0.697 -3.767 1.186 0.44 -1.04 1.10
N -1.176 1.243 -2.878 -0.79 -0.19 0.57
N -0.340 1.769 -1.931 0.44 0.19 -0.84
C -0.295 3.078 -2.181 -0.21 0.76 -1.15
C -1.194 3.425 -3.246 1.25 -1.41 1.85
C -1.745 2.224 -3.619 -1.22 0.39 -0.26
C -3.002 2.102 -4.504 2.61 0.68 -0.61
C 0.709 4.081 -1.726 0.08 -1.22 0.41
C 2.050 3.885 -2.099 -1.45 1.36 1.23
C 2.980 4.874 -1.793 0.23 -0.67 -0.30
C 2.612 5.990 -1.088 -1.73 0.29 0.68
C 1.256 6.120 -0.657 0.97 0.85 -0.40
C 0.300 5.175 -0.964 2.36 0.20 -1.43
C 3.471 -1.014 -3.656 1.72 1.00 0.91
C 3.971 0.198 -3.099 -0.61 -0.93 -1.48
C 5.336 0.394 -3.058 0.72 0.24 -0.08
C 6.262 -0.571 -3.516 -2.13 0.91 0.56
C 5.793 -1.760 -4.028 0.44 0.35 0.07
C 4.444 -1.929 -4.081 -2.73 -1.07 -0.65
H -1.083 -3.735 -5.037 0.33 -0.29 -0.14
H -1.977 -2.367 -4.480 -0.71 0.58 -0.41
H -1.476 -3.487 -3.331 -0.02 -0.60 0.66
H 1.769 -3.386 -4.594 0.36 0.36 -0.12
H -2.157 -0.494 -3.799 -0.97 0.03 -1.16
H -4.430 -2.485 -0.222 0.38 0.13 0.37
H -5.302 -1.128 -2.298 -1.26 -0.70 0.81
H -4.279 -0.752 -3.566 0.70 0.12 0.99
H -4.510 0.432 -2.222 0.01 -0.69 -0.38
H -3.681 -2.510 2.202 0.56 -0.12 -0.16
H -3.132 -3.675 4.210 -0.15 -0.33 0.59
H -1.117 -5.117 4.297 0.45 -0.34 -0.05
H 0.365 -5.210 2.378 0.33 -0.16 -0.52
H 0.123 -3.753 0.518 0.05 0.37 -1.13
H -1.318 4.408 -3.610 -0.31 0.67 -0.45
H -2.981 1.164 -4.997 -0.52 -1.07 -0.27
H -2.959 2.847 -5.318 0.18 -0.10 0.43
H -3.883 2.311 -3.961 -0.93 -0.19 0.74
H 2.329 2.951 -2.496 0.36 -0.77 -0.80
H 3.992 4.704 -2.122 0.27 0.11 0.13
H 3.308 6.775 -0.835 0.15 0.01 -0.05
H 0.938 7.060 -0.199 0.21 -0.35 0.17
H -0.703 5.362 -0.773 -1.70 0.10 0.51
H 3.256 0.978 -2.879 0.23 -0.09 0.38
H 5.729 1.343 -2.664 -0.29 -0.53 -0.19
H 7.245 -0.245 -3.450 1.97 -0.09 -0.04
H 6.384 -2.573 -4.412 0.55 0.06 -0.02
H 4.041 -2.835 -4.555 0.34 0.15 0.31
N -3.285 2.093 1.394 -0.68 -1.71 -0.66
C -2.009 1.909 1.074 0.79 0.89 -0.90
O -1.702 0.923 0.395 0.65 -0.97 -0.04
C -1.014 3.010 1.295 0.55 -0.09 -0.53
C 0.455 2.540 1.009 -0.68 0.49 -0.83
H -3.931 1.324 1.207 0.43 0.50 0.15
H -3.590 2.835 1.945 -0.34 1.17 0.99
H -1.235 3.496 2.247 0.40 -0.18 0.22
H -1.242 3.776 0.564 -0.42 0.14 -0.47
H 1.024 3.395 0.591 -0.45 -0.52 -0.29
H 0.884 2.532 1.962 0.85 -0.68 1.79
C -2.109 0.690 7.443 1.71 1.73 0.82
C -2.953 0.349 6.290 -0.20 0.47 0.15
C -4.248 0.864 6.197 0.23 -0.83 -1.22
C -4.963 0.646 5.003 2.18 -0.49 0.16
Cl -6.471 1.391 4.891 -1.55 0.42 -0.44
C -4.348 -0.023 3.922 -1.53 0.03 1.38
C -3.069 -0.517 4.076 -1.01 1.24 1.05
C -2.346 -0.317 5.216 1.35 0.42 0.67
O -0.970 -0.610 5.334 -1.30 0.33 -1.27
C -0.293 -0.972 4.073 0.06 0.60 1.21
C -0.170 0.154 3.010 -0.22 -1.95 -0.36
O -0.759 1.191 3.162 -0.05 0.66 0.40
O 0.458 -0.297 1.941 -0.40 0.93 0.18
H -1.477 -0.109 7.741 0.53 -1.01 0.12
H -2.594 1.013 8.365 -0.51 0.10 -0.33
H -1.345 1.503 7.187 -1.09 -0.87 0.09
H -4.692 1.465 6.990 0.21 -0.25 -0.12
H -4.940 -0.276 3.042 0.25 0.36 0.01
H -2.600 -0.835 3.238 1.23 -1.30 -2.34
H -0.845 -1.790 3.632 0.25 -0.36 -0.25
H 0.701 -1.286 4.406 -0.24 -0.11 -0.25
Cl 4.850 0.666 1.943 0.26 -0.71 0.07
C 3.739 1.832 1.277 -0.65 0.89 1.27
Cl 4.457 3.456 1.527 -0.35 0.04 0.17
C 3.487 1.638 -0.196 1.90 1.43 -2.26
O 4.252 2.222 -0.992 -1.85 -1.52 1.47
O 2.490 0.880 -0.509 0.41 0.78 0.24
H 2.804 1.785 1.874 0.64 0.04 -0.52
C 2.508 -2.774 1.813 -1.56 1.59 0.86
Si 2.187 -2.107 -0.023 1.59 -0.36 0.47
C 1.842 -3.768 -1.029 -0.14 -0.62 -0.32
C 4.147 -1.855 -0.434 -0.89 0.34 1.27
H 1.605 -2.640 2.494 0.96 -0.08 -0.82
H 3.356 -2.299 2.351 -0.40 -0.07 -0.54
H 2.682 -3.816 1.789 0.41 -1.39 -0.11
H 2.693 -3.928 -1.733 -0.31 -0.10 0.69
H 0.985 -3.745 -1.708 -0.21 0.44 0.04
H 1.629 -4.711 -0.446 0.73 0.85 -0.26
H 4.591 -2.636 -1.023 0.06 -0.41 -0.49
H 4.733 -1.800 0.508 -0.48 -0.19 -0.36
H 4.319 -0.902 -0.906 0.14 0.22 -0.39
```
Forces are in eV/Å.

Values from the calculation:
- Molar mass: 1134.72 u
- ΔE to the lowest compared entry with this formula, charge and spin: 0.566 eV
- Total energy: -119734.072 eV
- Kohn-Sham gap: 6.21 eV
- Charge: -1


A molecular structure, C17H15CrF5N3O4S, computed with ωB97M-V/def2-TZVPD.

Geometry as XYZ:
```
46
Properties=species:S:1:pos:R:3:forces:R:3
Cr -0.611 -0.204 -0.558 0.31 -0.30 0.06
O -2.724 0.260 2.781 0.00 -0.06 0.03
C -2.328 0.082 1.657 -0.02 0.10 -0.01
O -1.106 0.286 1.221 -0.11 0.11 0.03
C -3.236 -0.337 0.524 -0.03 -0.04 -0.01
C -4.603 -0.541 0.536 0.02 0.00 0.00
C -5.228 -0.832 -0.672 -0.02 0.00 0.01
C -4.495 -0.878 -1.854 0.02 0.01 -0.01
C -3.132 -0.663 -1.780 0.01 -0.04 0.01
N -2.554 -0.434 -0.609 -0.14 -0.01 0.02
C -2.122 -0.574 -2.904 -0.04 -0.05 0.00
O -2.429 -0.702 -4.061 0.00 -0.05 -0.01
O -0.925 -0.295 -2.435 -0.03 0.25 -0.03
H -5.145 -0.461 1.468 0.00 0.00 0.00
H -6.296 -1.003 -0.696 0.00 0.00 0.00
H -4.952 -1.064 -2.816 0.00 0.00 0.00
F 5.554 -2.588 -0.855 -0.01 0.00 0.00
C 4.232 -2.556 -0.696 0.01 0.00 0.00
C 3.522 -1.404 -0.981 -0.01 0.00 0.00
F 4.148 -0.308 -1.413 0.00 0.00 0.00
C 2.156 -1.412 -0.802 0.00 0.03 0.00
F 1.480 -0.257 -1.100 0.01 -0.04 -0.07
C 1.432 -2.496 -0.344 0.01 -0.01 0.00
S -0.306 -2.430 -0.124 -0.05 0.01 0.00
C 2.180 -3.639 -0.069 0.01 0.01 0.00
F 1.572 -4.738 0.377 0.00 0.00 0.00
C 3.552 -3.675 -0.240 0.00 0.00 0.00
F 4.233 -4.786 0.036 0.00 0.01 0.00
N -0.617 1.930 -0.941 0.08 0.08 -0.03
C -0.087 2.856 0.093 0.01 -0.01 -0.04
C 1.434 2.741 0.193 0.01 0.04 -0.01
C 1.962 2.775 1.626 -0.02 -0.01 0.00
C 1.494 1.586 2.463 -0.02 0.00 0.00
N 1.789 0.312 1.798 0.02 0.01 0.00
H -0.101 2.052 -1.810 -0.01 0.00 0.00
H -1.577 2.177 -1.164 -0.01 -0.01 0.02
H -0.560 2.577 1.030 -0.01 0.01 0.02
H -0.381 3.883 -0.136 0.00 -0.01 -0.02
H 1.905 3.531 -0.396 0.00 0.01 0.01
H 1.746 1.796 -0.247 0.01 0.01 -0.01
H 1.656 3.698 2.128 0.00 -0.01 0.00
H 3.055 2.795 1.594 0.00 -0.02 0.00
H 0.414 1.624 2.601 0.01 0.00 0.02
H 1.939 1.661 3.462 0.02 -0.01 -0.01
H 1.283 -0.442 2.247 -0.02 0.00 0.00
H 2.778 0.095 1.865 0.00 -0.01 0.02
```
Forces are in eV/Å.

Values from the calculation:
- Expectation value of S²: 0.761
- Molar mass: 504.38 u
- ΔE to the lowest compared entry with this formula, charge and spin: 0.764 eV
- Total energy: -83378.438 eV
- Kohn-Sham gap (spin up / spin down): 7.53 / 7.96 eV
- Charge: 0
- Spin multiplicity: 2


2 unconnected molecules or ions with the total composition C6H16N3O2 at a distorted geometry, computed with ωB97M-V/def2-TZVPD.

Geometry as XYZ:
```
27
Properties=species:S:1:pos:R:3:forces:R:3
C 1.168 0.637 -2.034 2.79 0.84 1.43
C -1.723 1.256 -0.122 -1.52 -0.15 -2.80
C 1.756 0.813 1.183 -0.53 -1.44 1.42
C -0.309 0.055 2.119 0.31 1.28 1.19
C 0.567 1.790 -1.117 -2.17 -1.07 -2.87
C -0.312 1.216 -0.059 4.05 0.22 1.61
N -1.157 -2.309 -0.986 0.56 -0.81 0.29
N 0.323 0.664 0.945 0.44 0.18 0.17
N -0.781 -1.956 0.131 -0.49 -1.14 -1.11
O -1.015 -3.728 -1.283 1.17 2.03 2.67
O -0.345 -2.857 1.031 0.21 -2.22 0.17
H 0.567 0.407 -2.869 -0.90 -0.42 -0.66
H 2.268 0.782 -2.449 -2.33 0.33 1.01
H 1.271 -0.172 -1.309 -0.09 -0.61 -0.72
H -2.228 1.826 0.586 -0.56 0.94 1.75
H -2.099 1.660 -1.095 0.50 -0.62 0.66
H -1.979 0.230 -0.015 -1.08 -0.97 -0.05
H 1.939 0.251 2.122 0.13 1.20 -0.27
H 2.455 0.374 0.547 0.51 -1.04 -1.92
H 1.963 1.830 1.150 0.63 1.84 0.78
H -1.298 0.046 1.760 -1.47 -1.36 0.73
H 0.225 -0.882 2.445 -1.06 0.83 -0.78
H -0.310 0.769 3.023 0.32 -0.79 -1.45
H 1.277 2.475 -0.830 1.92 1.17 1.38
H -0.116 2.417 -1.694 0.14 -0.11 -0.38
H -1.647 -3.736 -1.957 -1.51 -0.63 -2.05
H -0.457 -3.857 0.776 0.02 2.53 -0.17
```
Forces are in eV/Å.

Values from the calculation:
- Molar mass: 162.21 u
- ΔE to the lowest compared entry with this formula, charge and spin: 5.769 eV
- Total energy: -15035.499 eV
- Kohn-Sham gap: 10.60 eV
- Charge: +1


9 unconnected molecules or ions with the total composition H20NO8 at a distorted geometry, computed with ωB97M-V/def2-TZVPD.

Geometry as XYZ:
```
29
Properties=species:S:1:pos:R:3:forces:R:3
N 0.018 0.096 -0.165 7.12 2.82 -6.62
H 0.854 -0.507 -0.066 -0.66 -1.43 -1.28
H -0.686 -0.204 0.267 -7.30 -3.18 5.14
H -0.309 0.469 -1.130 1.55 -1.07 1.84
H 0.537 0.769 0.322 -0.21 2.84 1.32
O -2.293 2.011 0.508 -1.52 0.52 -2.85
H -2.291 2.288 -0.476 0.56 -0.40 2.21
H -3.276 1.963 0.583 0.90 -0.07 0.49
O -2.653 -1.309 -1.396 0.26 0.09 0.04
H -2.817 -1.966 -2.091 -0.18 0.17 0.55
H -3.188 -1.526 -0.618 -0.01 -0.18 -0.56
O -1.102 0.538 2.797 -3.57 -2.79 0.79
H -1.813 -0.254 3.010 3.00 2.76 -0.67
H -1.740 1.280 2.816 0.74 -0.11 -0.17
O 2.688 -2.007 0.040 0.54 1.28 2.15
H 2.469 -2.336 -0.779 -1.30 -1.69 -2.90
H 3.528 -1.614 -0.200 0.56 0.45 0.61
O 2.467 0.525 1.920 4.00 2.48 -2.24
H 3.396 0.801 2.258 -2.22 -0.46 -1.29
H 2.155 0.143 2.671 -2.01 -1.96 3.40
O 0.763 0.047 -3.445 2.51 -3.42 0.70
H 0.780 -0.976 -3.536 0.08 2.65 0.12
H -0.114 0.251 -3.616 -2.72 0.76 -0.79
O -0.092 -2.612 1.368 13.48 6.56 0.72
H -0.848 -2.852 1.333 -15.28 -4.64 -0.59
H 0.416 -3.372 1.266 1.76 -1.84 -0.18
O 0.865 3.067 -1.170 0.86 2.06 -1.17
H 1.228 3.660 -0.470 -0.46 -0.74 -0.56
H 1.058 3.625 -2.002 -0.50 -1.48 1.78
```
Forces are in eV/Å.

Values from the calculation:
- Molar mass: 162.16 u
- ΔE to the lowest compared entry with this formula, charge and spin: 3.976 eV
- Total energy: -18186.282 eV
- Kohn-Sham gap: 11.41 eV
- Charge: +1


Repeat the fifth record exactly.
9 unconnected molecules or ions with the total composition H20NO8 at a distorted geometry, computed with ωB97M-V/def2-TZVPD.

Geometry as XYZ:
```
29
Properties=species:S:1:pos:R:3:forces:R:3
N 0.018 0.096 -0.165 7.12 2.82 -6.62
H 0.854 -0.507 -0.066 -0.66 -1.43 -1.28
H -0.686 -0.204 0.267 -7.30 -3.18 5.14
H -0.309 0.469 -1.130 1.55 -1.07 1.84
H 0.537 0.769 0.322 -0.21 2.84 1.32
O -2.293 2.011 0.508 -1.52 0.52 -2.85
H -2.291 2.288 -0.476 0.56 -0.40 2.21
H -3.276 1.963 0.583 0.90 -0.07 0.49
O -2.653 -1.309 -1.396 0.26 0.09 0.04
H -2.817 -1.966 -2.091 -0.18 0.17 0.55
H -3.188 -1.526 -0.618 -0.01 -0.18 -0.56
O -1.102 0.538 2.797 -3.57 -2.79 0.79
H -1.813 -0.254 3.010 3.00 2.76 -0.67
H -1.740 1.280 2.816 0.74 -0.11 -0.17
O 2.688 -2.007 0.040 0.54 1.28 2.15
H 2.469 -2.336 -0.779 -1.30 -1.69 -2.90
H 3.528 -1.614 -0.200 0.56 0.45 0.61
O 2.467 0.525 1.920 4.00 2.48 -2.24
H 3.396 0.801 2.258 -2.22 -0.46 -1.29
H 2.155 0.143 2.671 -2.01 -1.96 3.40
O 0.763 0.047 -3.445 2.51 -3.42 0.70
H 0.780 -0.976 -3.536 0.08 2.65 0.12
H -0.114 0.251 -3.616 -2.72 0.76 -0.79
O -0.092 -2.612 1.368 13.48 6.56 0.72
H -0.848 -2.852 1.333 -15.28 -4.64 -0.59
H 0.416 -3.372 1.266 1.76 -1.84 -0.18
O 0.865 3.067 -1.170 0.86 2.06 -1.17
H 1.228 3.660 -0.470 -0.46 -0.74 -0.56
H 1.058 3.625 -2.002 -0.50 -1.48 1.78
```
Forces are in eV/Å.

Values from the calculation:
- Molar mass: 162.16 u
- ΔE to the lowest compared entry with this formula, charge and spin: 3.976 eV
- Total energy: -18186.282 eV
- Kohn-Sham gap: 11.41 eV
- Charge: +1